ORCA calculation (ωB97M-V with the def2-TZVPD basis set) on a molecular structure, C25H45MgN6O.

Atoms and positions in Å:
Mg1 -1.68706 1.78989 -2.47031
C1 -0.20350 -0.26684 -0.43923
O1 -0.75651 0.37553 -1.52859
H1 0.76979 -0.71318 -0.67760
H2 0.00719 0.48450 0.33905
H3 -0.80036 -1.01753 0.09453
C2 -2.45167 -0.71351 2.82890
C3 -3.48628 -0.20399 1.79768
C4 -4.92983 -0.65124 2.15214
C5 -5.06923 -2.10311 2.28008
N1 -5.13533 -3.23607 2.45161
H4 -2.41112 0.06252 3.59038
H5 -1.47407 -0.83484 2.36398
H6 -2.77264 -1.68851 3.18822
H7 -3.17119 -0.65417 0.85603
H8 -3.65416 0.87196 1.74676
H9 -5.58995 -0.27756 1.36640
H10 -5.28879 -0.16145 3.05876
C6 3.30671 0.69256 -3.48143
C7 2.80298 1.43960 -4.72282
C8 2.22125 2.81950 -4.43617
C9 1.01947 2.78715 -3.60895
N2 0.08872 2.77280 -2.93875
H11 4.26593 1.09959 -3.15233
H12 3.47124 -0.36233 -3.68621
H13 2.62713 0.79150 -2.63170
H14 2.11022 0.80675 -5.28131
H15 3.67111 1.51812 -5.37849
H16 2.18316 3.45237 -5.31642
H17 2.91678 3.27557 -3.71000
C10 2.66683 1.65356 0.49421
C11 2.29607 3.12952 0.37383
C12 2.86689 4.03682 1.46837
C13 2.54832 5.46451 1.35457
N3 2.31431 6.58591 1.28874
H18 3.74020 1.52275 0.65960
H19 2.46224 1.15658 -0.45073
H20 2.16630 1.14337 1.31563
H21 1.21620 3.29636 0.38718
H22 2.70053 3.44408 -0.58916
H23 3.95035 4.04279 1.26975
H24 2.80352 3.65266 2.48458
C14 0.73939 -3.51977 1.82819
C15 1.36928 -4.40107 0.76185
C16 2.80500 -4.82223 1.09471
C17 2.94665 -5.43751 2.41065
N4 3.04734 -5.90131 3.45303
H25 1.35850 -2.71037 2.22458
H26 0.46396 -4.08645 2.71908
H27 -0.15447 -3.05315 1.40975
H28 1.27948 -3.91728 -0.21233
H29 0.79027 -5.32289 0.65821
H30 3.42463 -3.91213 1.13619
H31 3.37959 -5.35089 0.33216
C18 -1.03512 2.62311 3.38064
C19 -1.89252 3.76214 2.85947
C20 -1.39041 4.35651 1.50666
C21 -1.82076 3.61899 0.31900
N5 -2.22139 3.02497 -0.57548
H32 -0.02004 2.97762 3.55866
H33 -0.90588 1.82463 2.63790
H34 -1.48558 2.11463 4.22854
H35 -1.69361 4.63015 3.49598
H36 -2.96979 3.62026 2.87956
H37 -0.30141 4.36264 1.54345
H38 -1.75163 5.37288 1.34602
C22 -0.59968 -2.93935 -3.55189
C23 -1.23162 -4.09302 -2.76001
C24 -1.88439 -3.67616 -1.44319
C25 -3.09674 -2.86683 -1.54720
N6 -4.07170 -2.26795 -1.61766
H39 -0.06168 -2.32704 -2.82781
H40 -1.38189 -2.43364 -4.11593
H41 0.07939 -3.32963 -4.31079
H42 -0.53964 -4.90009 -2.52857
H43 -2.07973 -4.47509 -3.33643
H44 -1.19100 -3.23264 -0.72255
H45 -2.21457 -4.59658 -0.94525

Computed properties:
F_max: 3.47 eV/Å
Energy relative to the best compared isomer or geometry (same formula, charge and spin): 0.347 eV
2S+1: 1
Net charge: +1
LUMO energy: -4.72 eV
Gap between HOMO and LUMO: 7.1 eV

---

ORCA calculation (ωB97M-V with the def2-TZVPD basis set) on C4H8O3 in the gas phase.

Atoms and positions in Å:
C1 1.19212 -0.90657 1.34333
C2 -0.06453 -0.69777 0.50127
O1 -0.99621 0.13726 1.15495
C3 0.30888 -0.15837 -0.87866
O2 -0.85970 0.15507 -1.65211
C4 -1.36972 1.37253 -1.47020
O3 -0.93175 2.22808 -0.73934
H1 1.78567 -1.75860 0.99609
H2 0.89258 -1.09020 2.37764
H3 1.83112 -0.01530 1.32986
H4 -0.58225 -1.65595 0.37302
H5 -0.72872 1.05847 1.01943
H6 0.85075 -0.91013 -1.45759
H7 0.92586 0.74237 -0.78866
H8 -2.25411 1.49911 -2.10901

Computed properties:
F_max: 0.50 eV/Å
Energy relative to the best compared isomer or geometry (same formula, charge and spin): 0.918 eV
2S+1: 1
SMILES string: C[C@@H](O)COC=O
LUMO energy: 0.90 eV
Gap between HOMO and LUMO: 11.3 eV

---

ORCA calculation (ωB97M-V with the def2-TZVPD basis set) on a molecular structure, C6H8FN.

Atoms and positions in Å:
C1 -0.49371 0.65725 0.65659
C2 -0.51066 0.48874 -0.92550
C3 1.08218 0.76526 -0.86611
C4 0.89460 -0.09136 0.39690
C5 0.54177 -1.46588 -0.24456
C6 -0.39117 -1.04389 -1.06063
H1 -0.83115 -0.13473 2.44470
H2 -2.19268 0.24695 1.59122
H3 -0.33210 1.67967 0.92403
H4 -1.01425 1.12490 -1.69547
H5 1.71799 0.26583 -1.62998
H6 1.21020 1.80155 -0.58606
H7 0.86240 -2.45892 -0.07244
H8 -1.11676 -1.44399 -1.72821
N1 -1.30417 -0.16700 1.49510
F1 1.87752 -0.22439 1.30039

Computed properties:
F_max: 3.22 eV/Å
Energy relative to the best compared isomer or geometry (same formula, charge and spin): 2.670 eV
2S+1: 1
LUMO energy: 0.98 eV
Gap between HOMO and LUMO: 10.1 eV

---

ORCA calculation (ωB97M-V with the def2-TZVPD basis set) on a molecular structure, C6H18ClO6.

Atoms and positions in Å:
Cl1 -0.18218 -0.46866 -0.58497
C1 -0.99859 3.07847 -1.04702
C2 -0.29663 2.76541 0.31020
O1 -0.90265 1.61784 0.85269
O2 -0.37708 4.22521 -1.72070
H1 -2.08637 3.10840 -0.98407
H2 -0.66698 2.20026 -1.60097
H3 -0.38425 3.70053 0.86335
H4 0.77971 2.77901 0.13875
H5 -0.53469 0.86288 0.38767
H6 -0.34202 4.94816 -1.09005
C3 -0.51635 -2.14288 -3.13274
C4 0.58356 -3.02465 -2.43199
O3 0.60241 -2.85167 -1.00612
O4 -0.08693 -0.87487 -3.01701
H7 -1.51993 -2.28262 -2.73099
H8 -0.67458 -2.50254 -4.14946
H9 1.59076 -2.77306 -2.76415
H10 0.45921 -4.10071 -2.55335
H11 0.37119 -1.96708 -0.71346
H12 -0.17690 -0.55282 -2.11713
C5 0.14430 -0.34567 3.63420
C6 0.37441 -1.02841 2.25973
O5 0.97677 -0.08546 1.44932
O6 1.37968 0.29238 4.07191
H13 -0.03652 -1.13139 4.36772
H14 -0.60860 0.44123 3.67942
H15 -0.46605 -1.55429 1.80677
H16 1.18046 -1.67227 2.61161
H17 0.59291 -0.29708 0.59522
H18 1.82193 -0.36366 4.61562

Computed properties:
F_max: 4.91 eV/Å
Energy relative to the best compared isomer or geometry (same formula, charge and spin): 5.203 eV
2S+1: 1
Net charge: -1
LUMO energy: 3.37 eV
Gap between HOMO and LUMO: 8.6 eV

---

ORCA calculation (ωB97M-V with the def2-TZVPD basis set) on a gas-phase ion, C4H6N3 (charge +1).

Atoms and positions in Å:
C1 2.46542 -0.36388 0.72319
C2 2.97564 0.66432 0.01961
C3 1.51376 0.47928 0.01713
C4 -0.88386 0.33555 0.02957
N1 0.37117 0.91159 -0.36056
N2 -1.77829 1.20781 0.48935
N3 -1.18547 -0.89378 -0.39932
H1 2.75508 -1.17697 1.23963
H2 3.75559 1.25532 -0.34584
H3 -1.33175 1.92476 0.95613
H4 -2.72843 0.95877 0.82759
H5 -0.39845 -1.46800 -0.70797
H6 -2.07244 -1.33522 -0.30779

Computed properties:
F_max: 4.91 eV/Å
Energy relative to the best compared isomer or geometry (same formula, charge and spin): 1.829 eV
2S+1: 1
SMILES string: NC(=[NH2+])N=c1cc1
Net charge: +1
LUMO energy: -3.30 eV
Gap between HOMO and LUMO: 11.1 eV

---

ORCA calculation (ωB97M-V with the def2-TZVPD basis set) on a molecular structure, C29H34Br2N9O2Y.

Atoms and positions in Å:
Y1 1.95976 0.59168 -0.17677
C1 2.94963 6.00275 -1.68202
C2 2.20489 4.72719 -2.06983
C3 1.19169 4.74347 -3.03238
C4 0.48854 3.61419 -3.35517
C5 0.65322 2.54435 -2.46462
Br1 -0.65488 1.19176 -2.30492
N1 1.67841 2.43038 -1.67608
C6 2.50726 3.50394 -1.52704
H1 2.19217 6.82993 -1.58687
H2 3.67295 6.32307 -2.46884
H3 3.50430 5.86078 -0.72245
H4 0.99390 5.70807 -3.56874
H5 -0.20235 3.50667 -4.18320
H6 3.38215 3.41126 -0.82680
C7 -5.44841 -2.57669 -1.39064
C8 -4.24821 -3.54342 -1.38710
C9 -3.72770 -3.93448 -2.82986
C10 -4.64415 -4.87837 -0.71825
C11 -3.15782 -2.91739 -0.60300
C12 -1.84515 -3.41930 -0.60558
C13 -0.80933 -2.64583 -0.09096
Br2 0.91000 -3.35181 -0.15798
C14 -1.00313 -1.28388 0.38890
O1 -0.00842 -0.46687 0.48553
C15 -2.38719 -0.95232 0.74334
C16 -3.39888 -1.72098 0.14773
C17 -2.90457 0.08488 1.84339
C18 -1.88532 0.48535 2.94773
C19 -3.29009 1.33399 0.99491
C20 -4.12607 -0.39457 2.60168
H7 -6.25737 -2.90540 -2.07400
H8 -5.19186 -1.53338 -1.68713
H9 -5.93667 -2.53281 -0.39893
H10 -4.57326 -4.03112 -3.46959
H11 -3.16571 -4.88194 -2.83790
H12 -3.13368 -3.11961 -3.16911
H13 -5.36579 -5.38607 -1.31548
H14 -5.06323 -4.72858 0.27054
H15 -3.83130 -5.58473 -0.68865
H16 -1.54702 -4.36557 -1.02911
H17 -4.36509 -1.22328 0.28357
H18 -0.88008 0.46001 2.56979
H19 -1.86078 -0.22861 3.74657
H20 -2.02435 1.48882 3.36474
H21 -2.48983 1.64240 0.35180
H22 -3.65918 2.15897 1.66180
H23 -4.12670 1.11777 0.32972
H24 -3.86765 -1.36663 3.00330
H25 -5.07664 -0.40376 2.04429
H26 -4.36547 0.29861 3.44355
N2 6.53778 0.98209 0.70231
C21 5.52652 1.50809 0.05623
N3 4.36869 0.83600 0.30331
C22 4.79232 -0.07599 1.21277
N4 6.10058 -0.09609 1.43210
C23 4.00570 -1.10999 1.87973
C24 4.64710 -2.07615 2.68449
N5 3.98207 -2.77328 3.52697
C25 2.68091 -2.53408 3.66104
C26 1.98013 -1.85863 2.67360
N6 2.67070 -1.12453 1.80690
H27 7.53258 1.19909 0.80780
H28 5.62578 2.29064 -0.73139
H29 5.70883 -2.25141 2.68091
H30 2.17558 -3.11170 4.46562
H31 0.90175 -1.87064 2.58744
N7 1.75368 2.18268 1.63074
C27 1.89199 3.38334 1.65668
N8 2.33568 4.59055 1.57759
C28 2.14557 5.43910 2.60427
N9 2.12132 6.28449 3.40483
C29 2.53550 -1.14852 -3.18126
O2 2.55768 -0.36515 -1.98998
H32 3.56832 -1.33257 -3.57086
H33 2.09859 -0.54387 -3.98376
H34 1.98911 -2.10636 -3.02196

Computed properties:
F_max: 3.14 eV/Å
Energy relative to the best compared isomer or geometry (same formula, charge and spin): 1.070 eV
2S+1: 1
LUMO energy: -0.73 eV
Gap between HOMO and LUMO: 6.1 eV

---

Sequential DFT total energy output: -43080.7019; -10420.0857; -10556.3877; -31318.0140; -8706.6752; -189260.4237 eV
Sequential HOMO output: -0.435; -0.382; -0.334; -0.194; -0.527; -0.252 Eh